Entry 1:
13
Properties=species:S:1:pos:R:3:mulliken_charge:R:1 method="wB97M-V/def2-TZVPD" largest_force_ev_per_a=1.27 gap_ev=9.891 total_energy_ev=-6785.0579 charge=0 homo_energy_ev=-8.82
C 1.732 0.302 -0.532 -0.702
C 1.691 -0.308 0.636 0.520
N 1.047 -0.843 1.541 -0.619
C -0.395 -0.651 1.082 -0.341
C -0.609 0.458 0.099 -0.274
C -1.372 0.246 -0.968 -0.684
H 1.607 -0.301 -1.422 0.297
H 1.875 1.366 -0.637 0.323
H -1.061 -0.426 1.922 0.278
H -0.707 -1.604 0.638 0.303
H -0.394 1.469 0.445 0.392
H -1.499 -0.760 -1.363 0.243
H -1.916 1.051 -1.441 0.262

Entry 2:
16
Properties=species:S:1:pos:R:3:mulliken_charge:R:1 method="wB97M-V/def2-TZVPD" largest_force_ev_per_a=3.84 gap_ev=12.337 total_energy_ev=-4341.5228 charge=0 homo_energy_ev=-11.28
C 1.053 -1.279 1.800 -0.755
C 0.527 0.018 2.583 -0.715
H 2.087 -1.097 1.438 0.268
H 0.895 -2.179 2.548 0.244
H 0.356 -1.577 1.065 0.233
H -0.043 -0.107 3.511 0.310
H -0.141 0.543 1.837 0.160
H 1.290 0.806 2.589 0.255
C -0.821 1.311 -1.857 -0.683
C -0.719 -0.055 -2.521 -0.801
H -1.857 1.393 -1.501 0.222
H -0.071 1.387 -1.048 0.202
H -0.626 2.041 -2.681 0.274
H 0.271 -0.488 -2.369 0.248
H -1.320 -0.759 -1.894 0.220
H -1.079 0.063 -3.532 0.317

Entry 3:
9
Properties=species:S:1:pos:R:3:mulliken_charge:R:1 method="wB97M-V/def2-TZVPD" largest_force_ev_per_a=3.00 gap_ev="9.982 / 5.068" total_energy_ev=-36532.0096 charge=0 homo_energy_ev="-11.33 / -9.80"
C 2.496 1.500 0.533 0.121
C -0.085 -0.278 -0.618 -0.729
N 3.531 1.991 0.667 -0.208
Si -0.937 1.142 0.399 0.734
Cl -2.821 0.337 0.602 -0.258
Cl -1.068 2.828 -0.710 -0.203
H 1.027 -0.207 -0.943 0.254
H -0.692 -1.124 -0.878 0.364
H -0.454 1.291 1.836 -0.076

Entry 4:
21
Properties=species:S:1:pos:R:3:mulliken_charge:R:1 method="wB97M-V/def2-TZVPD" largest_force_ev_per_a=4.58 gap_ev=9.457 total_energy_ev=-10414.5364 charge=+1 homo_energy_ev=-13.05
N -0.916 -0.598 -1.349 -0.417
C -0.961 0.208 -0.200 0.791
C -2.177 0.422 0.434 -0.951
N -3.530 0.019 -0.250 -0.345
C 0.292 0.555 0.494 -0.670
C 1.492 -0.401 0.210 -0.505
C 2.825 0.299 0.463 -0.602
O 3.690 -0.750 -0.063 -0.530
H -1.653 -1.290 -1.345 0.232
H 0.057 -0.642 -1.662 0.258
H -2.251 0.271 1.461 0.346
H -3.854 -0.797 0.245 0.346
H -4.075 0.855 0.080 0.404
H -3.490 0.240 -1.271 0.400
H 0.580 1.549 0.144 0.345
H 0.300 0.672 1.535 0.443
H 1.603 -0.575 -0.924 0.218
H 1.475 -1.358 0.744 0.233
H 2.987 1.272 -0.046 0.395
H 2.961 0.413 1.560 0.288
H 4.644 -0.363 -0.259 0.320

Entry 5:
121
Properties=species:S:1:pos:R:3:mulliken_charge:R:1 method="wB97M-V/def2-TZVPD" largest_force_ev_per_a=6.08 gap_ev=4.134 total_energy_ev=-98839.6102 charge=-1 homo_energy_ev=-2.67
Rb -0.054 -0.080 -0.308 0.017
Rb 3.332 1.821 -2.257 0.938
C -0.737 1.898 -3.355 -0.052
O -0.918 0.446 -3.386 0.355
O 0.182 2.079 -2.260 -0.416
C -0.321 2.336 -4.848 0.514
F -1.372 2.285 -5.702 -0.306
F 0.198 3.576 -5.040 -0.286
F 0.595 1.498 -5.384 -0.204
C -2.192 -0.049 -3.677 -0.290
C -2.135 -1.537 -3.447 -0.900
H -2.999 -2.004 -3.920 0.468
H -1.238 -1.935 -3.921 0.098
H -2.069 -1.799 -2.391 0.146
H -2.466 0.031 -4.729 0.275
H -2.947 0.336 -2.992 0.139
H -1.653 2.438 -3.113 -0.288
O 2.649 -1.030 -0.619 -0.464
C 4.023 -1.144 -0.344 0.028
C 5.150 -1.309 -1.496 -0.841
O 5.447 -0.404 -2.545 -0.920
H 4.024 -1.950 0.390 -0.228
H 4.396 -0.299 0.235 0.103
H 4.970 -2.267 -1.984 0.127
H 6.080 -1.480 -0.955 0.361
C -4.047 -0.941 2.308 -0.365
O -4.932 -0.354 1.390 -0.415
C -4.486 -0.183 0.116 0.761
O -3.425 -0.517 -0.392 -0.336
O -5.463 0.447 -0.514 -0.346
C -5.413 0.636 -1.948 -0.706
H -3.361 -0.199 2.718 -0.091
H -3.510 -1.732 1.784 0.358
H -4.550 -1.406 3.155 0.321
H -5.023 1.612 -2.235 0.272
H -6.414 0.514 -2.361 0.373
H -4.907 -0.161 -2.492 0.262
C 1.023 -3.579 -8.120 -0.720
O 0.727 -3.042 -6.868 -0.248
C 1.737 -2.520 -6.114 0.575
O 2.989 -2.650 -6.349 -0.600
O 1.198 -1.828 -5.056 0.137
C 2.063 -1.399 -4.009 -0.771
H 1.694 -2.990 -8.744 0.302
H 0.011 -3.598 -8.525 0.234
H 1.381 -4.596 -7.960 0.291
H 2.572 -2.192 -3.462 0.288
H 1.405 -0.850 -3.335 0.199
H 2.764 -0.682 -4.439 0.468
C -1.477 2.807 4.127 -0.477
O -0.131 3.200 3.943 -0.397
C 0.595 2.753 2.960 0.658
O 0.156 2.200 1.914 0.246
O 1.813 3.141 3.222 -0.464
C 2.912 2.905 2.339 -0.306
H -2.091 3.296 3.371 0.304
H -1.897 2.917 5.127 0.317
H -1.661 1.800 3.752 -0.059
H 3.026 3.772 1.688 0.165
H 2.900 1.944 1.825 0.090
H 3.785 3.012 2.983 0.266
C 0.575 4.526 -0.481 -0.651
O 0.727 5.702 0.284 -0.138
C 1.340 6.785 -0.236 0.605
O 1.691 7.000 -1.451 -0.605
O 1.618 7.621 0.799 -0.299
C 2.395 8.780 0.706 -0.679
H 0.291 3.644 0.093 0.085
H 1.495 4.292 -1.016 0.440
H -0.294 4.598 -1.134 0.363
H 1.763 9.566 0.291 0.296
H 3.195 8.671 -0.026 0.314
H 2.747 9.149 1.669 0.236
C -6.911 3.708 2.380 -0.716
O -6.166 3.761 1.131 -0.343
C -4.880 3.942 1.252 0.813
O -4.252 4.347 2.251 -0.607
O -4.394 3.605 0.054 -0.392
C -2.976 3.353 -0.011 -0.172
H -7.990 3.746 2.230 0.288
H -6.700 4.619 2.941 0.326
H -6.735 2.871 3.056 0.270
H -2.660 2.522 0.620 0.101
H -2.361 4.230 0.191 0.561
H -2.815 3.134 -1.066 -0.146
C 0.394 -3.832 -2.291 -0.094
O 0.488 -5.081 -1.571 -0.410
C -0.101 -5.263 -0.352 0.809
O -0.621 -4.369 0.292 -0.563
O -0.045 -6.464 -0.022 -0.361
C -0.577 -6.892 1.228 -0.623
H 0.764 -3.088 -1.586 0.192
H -0.589 -3.546 -2.664 0.135
H 1.064 -3.878 -3.150 0.103
H -0.013 -6.398 2.019 0.257
H -0.233 -7.918 1.357 0.262
H -1.654 -6.815 1.381 0.278
C 3.512 -4.599 1.398 -0.348
O 4.324 -4.673 2.467 -0.335
C 3.798 -4.529 3.725 0.798
O 2.609 -4.536 4.032 -0.590
O 4.831 -4.202 4.580 -0.310
C 4.691 -4.178 5.979 -0.699
H 2.888 -3.706 1.428 -0.008
H 2.885 -5.488 1.470 0.278
H 3.990 -4.477 0.426 0.342
H 3.685 -3.894 6.289 0.308
H 5.507 -3.682 6.504 0.229
H 4.691 -5.248 6.183 0.321
C 2.375 -0.758 2.955 0.234
O 1.541 -0.757 4.046 -0.402
C 0.242 -0.877 3.966 0.522
O -0.349 -0.787 2.843 -0.110
O -0.365 -0.946 5.216 -0.393
C -1.714 -1.032 5.349 -0.394
H 2.190 0.111 2.323 -0.379
H 2.097 -1.548 2.258 -0.075
H 3.446 -0.753 3.161 0.506
H -1.950 -0.482 6.260 0.340
H -2.033 -2.048 5.580 0.308
H -2.382 -0.532 4.647 -0.040